DFT (ωB97M-V/def2-TZVPD) results for 2 unconnected molecules or ions with the total composition C3H6Cl2O2 at a distorted geometry.

Positions of all 13 atoms, in Å:
C 0.995 1.043 0.993
C -1.599 -0.158 -0.593
C 0.933 -0.067 0.001
O -1.746 -1.431 -1.032
O 1.543 0.160 -1.182
Cl -2.348 0.225 0.932
Cl 1.083 -1.684 0.631
H 2.008 1.171 1.382
H 0.318 0.843 1.819
H 0.697 1.965 0.499
H -1.777 0.579 -1.360
H -1.558 -2.055 -0.313
H 1.448 -0.593 -1.779

The value obtained for the energy relative to the best compared isomer or geometry (same formula, charge and spin) is 74.9 kcal/mol. The HOMO energy (alpha / beta) comes out at -7.7244 / -7.4936 eV. The gap between HOMO and LUMO (alpha / beta) is 8.306 / 8.126 eV.